No. 1
Formula: C19H20N2O8S
Source: the OMol25 dataset
Level of theory: ωB97M-V with the def2-TZVPD basis set

Results
E_HOMO, eV: -8.52
Energy relative to the best compared isomer or geometry (same formula, charge and spin), kcal/mol: 0.00
Structure (SMILES): CCOC(=O)c1c(NC(=O)COC(=O)CNC(=O)c2ccco2)sc(C(C)=O)c1C
Frontier orbital gap, eV: 8.717

Last column: Löwdin charge in e.
Cartesian coordinates (Å):
C: 2.90 3.99 0.89  -0.0519
C: 1.76 3.44 0.06  -0.1998
H: 0.79 3.72 0.48  0.1042
H: 1.80 3.80 -0.97  0.1309
O: 1.87 2.01 0.05  0.0042
C: 0.99 1.36 -0.69  -0.4233
O: 0.13 1.92 -1.35  0.0860
C: 1.12 -0.10 -0.65  -0.0929
C: 0.24 -0.89 -1.38  -0.4167
N: -0.77 -0.39 -2.15  0.1174
C: -1.73 -1.18 -2.71  -0.4642
O: -1.64 -2.38 -2.78  0.0489
C: -2.94 -0.37 -3.21  -0.0378
H: -3.81 -1.02 -3.21  0.1453
H: -2.75 0.03 -4.21  0.1449
O: -3.15 0.77 -2.37  0.0234
C: -3.26 0.49 -1.07  -0.4624
O: -3.30 -0.63 -0.63  0.1424
C: -3.22 1.72 -0.18  -0.0456
N: -2.46 1.35 0.99  0.1001
C: -1.43 2.10 1.46  -0.4337
O: -1.26 3.27 1.17  0.0737
C: -0.54 1.36 2.37  -0.1851
C: 0.47 1.81 3.18  0.0113
C: 1.05 0.67 3.77  -0.0493
C: 0.36 -0.40 3.26  -0.0962
O: -0.60 0.01 2.42  0.0535
H: 0.47 -1.45 3.42  0.1323
H: 1.86 0.64 4.46  0.1099
H: 0.74 2.84 3.34  0.1204
H: -2.51 0.37 1.24  0.1355
H: -2.73 2.56 -0.68  0.1359
H: -4.25 2.01 0.09  0.1414
H: -0.81 0.64 -2.14  0.1297
S: 0.49 -2.56 -1.19  1.2030
C: 1.82 -2.24 -0.08  -0.3742
C: 2.04 -0.89 0.09  -0.2082
C: 3.13 -0.32 0.93  -0.0032
H: 2.71 0.34 1.69  0.0690
H: 3.79 0.28 0.31  0.0967
H: 3.70 -1.11 1.41  0.0725
C: 2.52 -3.37 0.54  -0.4702
O: 3.38 -3.23 1.38  0.0634
C: 2.07 -4.73 0.06  -0.0490
H: 1.02 -4.87 0.27  0.0754
H: 2.65 -5.49 0.57  0.0866
H: 2.22 -4.82 -1.01  0.0795
H: 2.83 5.07 0.94  0.0801
H: 3.86 3.72 0.45  0.0784
H: 2.86 3.59 1.90  0.0678

=====

No. 2
Formula: C11H14BrN7O2
Source: the OMol25 dataset
Level of theory: ωB97M-V with the def2-TZVPD basis set

Results
E_HOMO, eV: -9.57
Structure (SMILES): Brc1cncc(-c2nn[nH]n2)c1.CNC(=O)CNC(C)=O
Frontier orbital gap, eV: 9.598

Last column: Löwdin charge in e.
Cartesian coordinates (Å):
O: -0.77 -2.71 -3.80  0.0388
O: -0.30 2.36 -1.55  0.0465
Br: -0.59 1.20 7.25  0.7259
N: 2.83 0.58 2.80  0.0640
N: 3.63 0.39 1.84  0.0278
N: 1.85 -0.98 1.53  0.1314
N: -1.58 -1.23 4.02  0.0724
C: -0.20 -1.72 -3.37  -0.5778
C: -0.64 1.29 -2.04  -0.5023
C: 1.74 -0.26 2.62  -0.3244
C: -1.59 -0.54 5.18  -0.1753
C: -0.50 -1.12 3.22  -0.0883
C: 0.59 0.38 4.75  -0.0536
C: -0.52 0.26 5.58  -0.6468
C: 0.60 -0.33 3.54  -0.1523
N: 3.05 -0.56 1.07  -0.0395
N: -1.57 1.22 -3.00  0.0172
N: -0.53 -1.23 -2.17  0.0574
C: 0.87 -1.04 -4.20  0.0091
C: -2.25 2.38 -3.59  -0.0501
C: -0.01 -0.01 -1.53  -0.0724
H: -2.45 -0.63 5.83  0.1018
H: -0.51 -1.68 2.29  0.1074
H: 1.43 1.01 5.04  0.1114
H: 3.49 -0.94 0.23  0.1563
H: -1.83 0.31 -3.34  0.1247
H: -1.21 -1.77 -1.67  0.1517
H: 0.94 -1.54 -5.16  0.0884
H: 1.83 -1.11 -3.69  0.0816
H: 0.61 0.01 -4.37  0.0760
H: -3.04 2.72 -2.92  0.0865
H: -2.68 2.11 -4.55  0.0843
H: -1.54 3.20 -3.73  0.0875
H: 1.07 0.05 -1.67  0.1169
H: -0.20 -0.08 -0.46  0.1178

=====

No. 3
Formula: C17H46O7
Source: the OMol25 dataset
Level of theory: ωB97M-V with the def2-TZVPD basis set

Results
E_HOMO, eV: -9.14
Energy relative to the best compared isomer or geometry (same formula, charge and spin), kcal/mol: 105.07
Structure (SMILES): CC(C)O.CC(C)O.CC(C)O.CC(C)O.CC(C)O.OCCO
Frontier orbital gap, eV: 9.507

Last column: Löwdin charge in e.
Cartesian coordinates (Å):
C: 6.37 -29.61 11.21  -0.2789
C: 6.35 -29.61 9.80  -0.2517
O: 6.80 -30.87 9.29  -0.0782
O: 5.65 -28.53 11.70  -0.0502
H: 7.41 -29.62 11.72  0.1649
H: 5.92 -30.49 11.67  0.1174
H: 6.86 -28.76 9.23  0.1381
H: 5.40 -29.48 9.55  0.0616
H: 6.40 -31.27 8.49  0.0442
H: 6.10 -27.74 11.88  0.0360
C: 5.84 -33.55 6.83  -0.0619
C: 5.17 -32.24 6.61  -0.5556
C: 4.08 -31.88 7.61  -0.0498
O: 6.09 -31.23 6.75  -0.0687
H: 5.04 -34.41 6.88  0.1347
H: 6.46 -33.54 7.78  0.0915
H: 6.51 -33.71 6.07  0.0403
H: 4.74 -32.31 5.44  0.1892
H: 3.77 -30.84 7.53  0.0843
H: 4.41 -31.74 8.66  0.0701
H: 3.20 -32.46 7.48  0.0766
H: 6.69 -31.35 5.96  0.1512
C: 2.23 -32.03 11.32  -0.0395
C: 2.88 -30.64 11.19  -0.5059
C: 2.07 -29.49 10.57  -0.0111
O: 3.47 -30.28 12.42  -0.1369
H: 1.56 -31.99 12.08  0.0322
H: 3.13 -32.61 11.51  0.0781
H: 1.65 -32.52 10.41  0.1206
H: 3.92 -30.81 10.60  0.1337
H: 1.12 -29.27 11.24  0.1467
H: 1.84 -29.91 9.72  0.0123
H: 2.64 -28.73 10.54  -0.0200
H: 4.17 -29.42 12.51  0.1763
C: 9.69 -32.91 10.91  -0.0485
C: 8.41 -33.57 10.32  -0.5333
C: 8.60 -35.05 10.28  -0.0769
O: 7.40 -33.10 11.17  -0.0187
H: 9.73 -33.19 11.89  0.0333
H: 9.51 -31.73 10.67  0.1328
H: 10.54 -33.35 10.39  0.0705
H: 8.25 -33.26 9.25  0.1287
H: 7.57 -35.49 9.82  0.1316
H: 8.95 -35.48 11.33  0.1275
H: 9.29 -35.55 9.77  0.0031
H: 7.11 -32.32 10.84  -0.0198
C: 9.15 -26.48 11.24  -0.0328
C: 8.50 -25.86 12.58  -0.5346
C: 8.57 -24.33 12.45  -0.0740
O: 7.28 -26.27 12.97  -0.0609
H: 9.04 -27.43 11.29  -0.0353
H: 10.31 -26.28 11.33  0.1197
H: 8.69 -26.01 10.24  0.1205
H: 9.27 -26.26 13.45  0.1746
H: 9.52 -23.88 12.10  0.0816
H: 8.52 -24.00 13.53  0.0871
H: 7.72 -23.87 11.97  0.0620
H: 7.15 -26.48 13.94  0.1569
C: 3.63 -25.66 9.36  -0.0694
C: 5.10 -25.45 9.50  -0.5457
C: 5.89 -26.14 8.49  -0.0637
O: 5.38 -24.04 9.37  -0.1050
H: 3.42 -26.68 9.43  0.0295
H: 3.13 -25.23 8.51  0.0751
H: 2.99 -25.21 10.29  0.1353
H: 5.23 -25.70 10.56  0.1252
H: 6.93 -25.85 8.49  0.0621
H: 5.56 -25.87 7.45  0.1022
H: 5.77 -27.34 8.49  0.1130
H: 5.33 -23.52 10.29  0.1549